Formula: C4H5NO2
Source: the Open Molecules 2025 dataset
Level of theory: ωB97M-V/def2-TZVPD

Values from the calculation:
Kohn-Sham gap ... 8.6796 eV
2S+1 ... 1
DFT total energy ... -360.4507 Ha
E_HOMO ... -8.41 eV
LUMO energy ... 0.00996 Eh
Energy relative to the best compared isomer or geometry (same formula, charge and spin) ... 5.9516 eV

Each line ends with the Löwdin charge.
Atoms and positions in Å:
C  0.52  -0.86  0.10  -0.06
C  1.95  -0.39  -0.10  -0.02
C  -1.53  -0.37  0.00  -0.28
C  -1.64  1.05  -0.32  0.00
N  2.85  0.25  0.31  -0.15
O  -2.12  -1.32  0.32  0.17
O  3.96  0.73  0.42  -0.02
H  0.42  -1.14  1.12  0.05
H  0.47  -1.69  -0.59  0.05
H  -2.65  1.47  -0.07  0.13
H  -0.79  1.41  0.13  0.06
H  -1.44  0.87  -1.31  0.08

***

Formula: C4H5NO2
Source: the Open Molecules 2025 dataset
Level of theory: ωB97M-V/def2-TZVPD

Values from the calculation:
Kohn-Sham gap ... 8.5991 eV
SMILES string ... Nc1cc(O)co1
2S+1 ... 1
DFT total energy ... -360.6274 Ha
E_HOMO ... -7.80 eV
LUMO energy ... 0.02935 Eh
Energy relative to the best compared isomer or geometry (same formula, charge and spin) ... 1.1427 eV

Each line ends with the Löwdin charge.
Atoms and positions in Å:
N  -2.27  -0.34  -0.20  0.12
C  -0.93  -0.08  0.04  -0.40
C  0.22  -0.73  -0.31  0.03
C  1.28  0.08  0.23  -0.34
O  2.63  -0.14  0.14  0.05
C  0.70  1.12  0.88  -0.05
O  -0.67  1.01  0.77  0.05
H  -2.75  0.47  -0.57  0.10
H  -2.40  -1.13  -0.82  0.09
H  0.30  -1.65  -0.86  0.11
H  2.80  -0.56  -0.71  0.11
H  1.08  1.96  1.43  0.12

***

Formula: C4H5NO2
Source: the Open Molecules 2025 dataset
Level of theory: ωB97M-V/def2-TZVPD

Values from the calculation:
Kohn-Sham gap ... 10.1879 eV
SMILES string ... C=CC=O.N=C=O
2S+1 ... 1
DFT total energy ... -360.6219 Ha
E_HOMO ... -10.52 eV
LUMO energy ... -0.01210 Eh
Energy relative to the best compared isomer or geometry (same formula, charge and spin) ... 1.2928 eV

Each line ends with the Löwdin charge.
Atoms and positions in Å:
C  0.08  1.59  0.08  0.04
C  -1.02  1.06  -0.45  -0.13
C  -1.68  -0.10  0.19  -0.26
O  -1.18  -0.73  1.12  0.02
H  0.60  2.43  -0.38  0.07
H  0.49  1.20  1.01  0.06
H  -1.47  1.45  -1.36  0.10
H  -2.66  -0.40  -0.22  0.12
N  2.06  -1.08  0.46  0.17
C  1.79  -1.94  -0.36  -0.39
O  1.64  -2.76  -1.18  0.15
H  1.35  -0.72  1.08  0.05

***

Formula: C4H5NO2S
Source: the Open Molecules 2025 dataset
Level of theory: ωB97M-V/def2-TZVPD

Values from the calculation:
Kohn-Sham gap ... 9.0674 eV
SMILES string ... O=C1C=CSCON1
2S+1 ... 1
DFT total energy ... -758.6808 Ha
E_HOMO ... -9.28 eV
LUMO energy ... -0.00787 Eh
Energy relative to the best compared isomer or geometry (same formula, charge and spin) ... 5.4229 eV

Each line ends with the Löwdin charge.
Atoms and positions in Å:
O  -1.60  0.56  2.27  0.00
C  -0.82  0.14  1.30  -0.32
C  -1.29  -0.90  0.43  -0.15
C  -0.70  -1.30  -0.64  -0.45
S  0.58  -0.75  -1.80  0.83
C  1.60  0.59  -0.72  -0.43
O  0.73  1.39  -0.06  -0.23
N  0.54  0.83  1.29  0.09
H  -2.08  -1.69  0.81  0.17
H  -1.29  -2.15  -1.14  0.09
H  2.39  0.09  -0.08  0.10
H  1.88  1.52  -1.57  0.17
H  0.26  1.65  1.83  0.12

***

Formula: C4H5NO2S
Source: the Open Molecules 2025 dataset
Level of theory: ωB97M-V/def2-TZVPD

Values from the calculation:
Kohn-Sham gap ... 8.9364 eV
SMILES string ... O[C@H]1C[C@]12ON=CS2
2S+1 ... 1
DFT total energy ... -758.6764 Ha
E_HOMO ... -8.38 eV
LUMO energy ... 0.02041 Eh
Energy relative to the best compared isomer or geometry (same formula, charge and spin) ... 5.5442 eV

Each line ends with the Löwdin charge.
Atoms and positions in Å:
O  -1.85  -0.84  -1.06  -0.07
C  -1.19  0.24  -0.51  -0.36
C  -1.06  0.40  1.08  -0.01
C  0.20  0.13  0.15  -0.76
O  1.06  1.16  -0.20  -0.10
N  2.39  0.66  -0.53  0.03
C  2.59  -0.58  -0.29  -0.32
S  1.00  -1.40  0.26  0.99
H  -2.67  -0.98  -0.32  0.21
H  -1.37  1.27  -1.05  0.18
H  -1.41  -0.42  1.60  0.06
H  -1.09  1.37  1.57  0.11
H  3.40  -1.00  -0.71  0.04

***

Formula: C4H5NO2S
Source: the Open Molecules 2025 dataset
Level of theory: ωB97M-V/def2-TZVPD

Values from the calculation:
Kohn-Sham gap ... 9.2264 eV
SMILES string ... Cc1csn(O)c1=O
2S+1 ... 1
DFT total energy ... -758.7506 Ha
E_HOMO ... -8.58 eV
LUMO energy ... 0.02376 Eh
Energy relative to the best compared isomer or geometry (same formula, charge and spin) ... 3.5243 eV

Each line ends with the Löwdin charge.
Atoms and positions in Å:
C  -1.07  -0.19  0.22  -0.02
C  0.24  0.29  -0.18  -0.26
C  0.71  1.47  -0.60  -0.30
S  2.37  1.41  -1.22  1.04
N  2.41  -0.20  -0.87  -0.44
O  3.68  -0.73  -0.67  -0.05
C  1.37  -0.71  -0.13  -0.45
O  1.48  -1.76  0.50  0.06
H  -1.50  0.35  1.00  0.08
H  -0.81  -1.13  0.53  0.05
H  -1.76  -0.23  -0.55  0.08
H  0.18  2.29  -1.05  0.08
H  3.69  -1.57  -0.13  0.14

***

Formula: C4H5NO2S
Source: the Open Molecules 2025 dataset
Level of theory: ωB97M-V/def2-TZVPD

Values from the calculation:
Kohn-Sham gap ... 10.2388 eV
SMILES string ... C[C@@H]1ON=CSC1=O
2S+1 ... 1
DFT total energy ... -758.7712 Ha
E_HOMO ... -9.71 eV
LUMO energy ... 0.01947 Eh
Energy relative to the best compared isomer or geometry (same formula, charge and spin) ... 2.9635 eV

Each line ends with the Löwdin charge.
Atoms and positions in Å:
C  -0.30  1.21  0.77  -0.03
C  0.13  0.66  -0.58  -0.38
O  -0.88  -0.05  -1.22  -0.13
N  -1.48  -1.09  -0.53  0.02
C  -0.62  -1.91  -0.01  -0.44
S  1.16  -1.90  -0.04  1.02
C  1.43  -0.14  -0.44  -0.63
O  2.53  0.29  -0.59  0.07
H  -1.14  1.92  0.66  0.10
H  0.51  1.83  1.23  0.10
H  -0.61  0.45  1.51  0.09
H  0.33  1.42  -1.33  0.16
H  -1.06  -2.70  0.56  0.07

***

Formula: C4H5NO2S
Source: the Open Molecules 2025 dataset
Level of theory: ωB97M-V/def2-TZVPD

Values from the calculation:
Kohn-Sham gap ... 6.4748 eV
2S+1 ... 1
DFT total energy ... -758.6252 Ha
E_HOMO ... -8.36 eV
LUMO energy ... -0.06911 Eh
Energy relative to the best compared isomer or geometry (same formula, charge and spin) ... 6.9361 eV

Each line ends with the Löwdin charge.
Atoms and positions in Å:
C  -0.79  0.46  0.08  -0.19
C  -4.25  1.73  0.10  0.08
C  1.59  0.83  0.09  0.06
C  0.54  0.01  0.08  -0.16
N  -1.88  0.82  0.07  0.18
O  1.89  -2.96  -0.06  -0.43
O  3.80  -1.52  -0.46  -0.43
S  3.30  -2.86  -0.27  0.92
H  -4.45  1.14  -0.81  -0.10
H  -4.45  1.07  0.95  -0.11
H  1.46  1.90  0.10  0.08
H  2.60  0.45  0.06  0.04
H  0.65  -1.07  0.07  0.07